Entry 1:
The following is a DFT calculation (wB97M-V/def2-TZVPD) of a cluster of 13 separate species, BF4H24O12 in total.

## Properties
- gap between HOMO and LUMO (eV) = 10.34
- LUMO energy (eV) = 2.57
- 2S+1 = 1
- ΔE to the lowest compared entry with this formula, charge and spin (eV) = 1.051
- charge = -1

Each line ends with the Mulliken charge.
Atoms and positions in Å:
O -0.8518 0.5805 2.4512  -0.77
H -2.6468 0.9695 1.8682  0.32
O 2.8262 1.0055 -0.5808  -0.81
H -3.3838 0.6475 0.5322  0.32
O -2.0148 4.1195 0.6732  -0.64
H 2.2432 1.4635 -2.2428  0.36
H -2.0758 3.3925 1.2242  0.31
F -1.7698 -0.6445 -0.6708  -0.52
H 1.4642 3.9435 -1.5218  0.30
F 0.0792 -0.2275 -1.9008  -0.30
O 2.4142 -1.6305 -1.7518  -0.65
O 2.7832 -2.0505 1.0822  -0.68
H 2.3322 0.8945 0.2482  0.42
O -0.7368 -3.3685 1.2362  -0.74
H 1.4702 1.6655 2.0972  0.32
H 1.2322 0.1825 2.3322  0.35
H -1.5808 -2.9625 1.0952  0.42
H 2.8722 0.0785 -0.9858  0.46
H -1.0678 -0.2955 2.7842  0.33
H -1.3978 -3.6055 -1.6838  0.30
H 1.5762 -1.1535 -1.6828  0.36
O 0.6792 4.0635 -1.0408  -0.67
O -3.1698 -2.2005 0.8712  -0.79
H 2.7922 -1.7975 0.1522  0.35
H -3.0978 -1.7935 1.7582  0.32
B -0.4318 -0.1115 -0.6348  0.44
F 0.3492 -0.8595 0.2222  -0.20
F -0.4098 1.2275 -0.1478  -0.35
H 0.4042 3.3205 -0.5368  0.30
H 2.0712 -1.5775 1.5282  0.28
H -1.1208 -2.0305 -1.7068  0.32
H -0.3238 -3.0875 0.4112  0.30
H 2.6992 -1.7645 -2.6638  0.24
H -2.8208 -1.5195 0.2632  0.54
O 2.0142 1.2815 -3.1488  -0.72
O 1.9252 0.8025 2.0762  -0.68
H 1.2242 0.7765 -3.0338  0.43
O -0.7308 -2.9305 -1.7688  -0.61
O -3.4828 0.6055 1.4732  -0.65
H -1.6488 3.9255 -0.1858  0.33
H -0.6898 0.6665 1.5102  0.34

Entry 2:
The following is a DFT calculation (wB97M-V/def2-TZVPD) of a structure of composition BF4Sn.

## Properties
- gap between HOMO and LUMO (eV) = 7.77
- LUMO energy (eV) = -9.01
- 2S+1 = 1
- ΔE to the lowest compared entry with this formula, charge and spin (eV) = 1.088
- charge = +1

Each line ends with the Mulliken charge.
Atoms and positions in Å:
F 1.2284 0.0349 -0.6121  -0.35
F -0.9011 -0.8673 -0.4037  -0.36
Sn 0.6029 -1.6082 1.8836  1.68
F -0.5461 1.2459 -1.3503  -0.25
F -0.2381 0.8499 0.9221  -0.36
B -0.1461 0.3448 -0.4397  0.64

Entry 3:
The following is a DFT calculation (wB97M-V/def2-TZVPD) of an isolated molecule of BH3OS.

## Properties
- gap between HOMO and LUMO (eV) = 9.58
- LUMO energy (eV) = 0.13
- 2S+1 = 1
- SMILES = OBS
- ΔE to the lowest compared entry with this formula, charge and spin (eV) = 0.600

Each line ends with the Mulliken charge.
Atoms and positions in Å:
S -1.7005 -0.1276 -0.1771  -0.28
H 1.7440 1.3762 0.2433  0.37
B 0.2055 -0.0029 -0.1038  0.34
H -1.6188 -1.3566 0.1669  0.09
O 0.6496 1.2017 -0.0189  -0.44
H 0.7201 -1.0908 -0.1103  -0.07

Entry 4:
The following is a DFT calculation (wB97M-V/def2-TZVPD) of a cluster of 28 separate species, BH56IO27 in total.

## Properties
- gap between HOMO and LUMO (eV) = 9.58
- LUMO energy (eV) = -0.81
- 2S+1 = 1

Each line ends with the Mulliken charge.
Atoms and positions in Å:
H -1.6353 3.9953 0.5676  0.27
O -0.1701 -3.4597 2.8804  -0.61
H 3.1996 -5.3749 1.2995  0.33
H 0.4016 3.3288 -2.4627  0.29
H 1.5028 -2.5872 1.9427  0.20
O -4.2893 0.5232 1.0914  -0.61
H 0.9000 1.4767 -1.7975  -0.22
H 3.6786 0.3592 -0.8595  0.28
H 4.4524 -0.8784 5.5408  0.30
O -6.2073 -2.9287 -4.7290  -0.61
O 1.8807 0.3834 0.8322  -0.34
O -6.9613 -6.3530 0.5107  -0.65
H 1.4872 0.8918 1.5522  0.23
H -6.1236 -2.4486 -5.5575  0.28
O -4.9681 0.6970 -3.6518  -0.60
H 3.8432 2.0117 6.1339  0.31
O -3.3114 -2.4549 -3.6267  -0.53
O 2.4655 -4.7652 1.4538  -0.59
H -2.9369 -2.2465 1.0776  0.33
H 2.1880 -0.4323 1.2463  0.27
O -0.7510 -2.8311 -5.2616  -0.60
H 0.8791 -0.5716 -1.8048  -0.02
I -1.8371 0.4770 -1.7911  0.17
H -6.7689 -5.6023 -0.0659  0.34
H -4.4651 -5.2834 -1.9449  0.29
H -1.5253 8.7079 -4.0896  0.31
O -5.2067 -4.6908 -1.7916  -0.60
O 5.5073 -5.2922 0.7133  -0.66
H -4.0913 0.6911 -3.2571  0.12
O -1.0041 3.2799 0.7034  -0.57
H 5.2985 -4.3696 0.5225  0.31
H 0.4151 -4.2100 2.7045  0.31
H -1.2559 5.4006 -2.5453  0.30
H -4.8373 1.1892 -4.4708  0.29
H 3.1751 3.1909 2.1693  0.31
H -0.9746 -3.6755 2.3939  0.33
O 3.1355 3.9546 0.1343  -0.62
H -5.0235 -3.9367 -2.3628  0.30
O -2.1056 -2.2152 0.5903  -0.63
H -0.5980 -2.4926 -6.1493  0.29
H 1.9503 0.4379 6.7331  0.31
H -6.2244 -6.9519 0.3612  0.30
H 2.2746 4.0431 -0.2978  0.31
H 3.8288 -0.0536 4.4265  0.31
O -2.3904 8.2923 -4.0212  -0.64
H 1.7746 3.7316 -2.9888  0.27
H 6.0009 -2.5250 7.4699  0.31
H -1.2975 2.5930 0.0948  0.22
H -0.4634 4.9092 -1.3465  0.34
H -4.0168 3.5452 -5.0613  0.33
B 0.3089 0.4591 -1.8144  0.50
H 3.0533 2.4622 4.9093  0.29
O -1.3505 4.9022 -1.7254  -0.63
O -3.4703 2.8727 -5.4837  -0.61
H -2.9387 8.9602 -3.5943  0.33
H 6.4882 -1.1455 7.8835  0.31
H 4.4065 -0.9417 -1.1648  0.34
O 1.0921 0.0031 6.8052  -0.62
O 2.9613 1.9817 5.7467  -0.58
O 5.1723 -2.0045 1.0303  -0.61
H -1.6472 -1.4551 0.9666  0.30
O 5.7549 -1.5948 7.4521  -0.61
H 5.8415 -5.2707 1.6158  0.33
H -2.5375 -2.7773 -4.1066  0.29
H -3.6696 0.3482 0.3756  0.19
O 2.3189 -2.1362 2.2008  -0.61
H -0.0930 -3.5247 -5.1485  0.30
H -3.0799 5.8983 -1.9105  0.34
H 5.6526 -1.2475 1.3791  0.30
H -2.6033 3.2832 -5.5524  0.28
O -3.7422 6.5954 -2.0013  -0.61
O 2.9916 2.4409 2.7555  -0.67
H -5.3190 -2.8975 -4.3522  0.32
O 4.3494 -0.8506 4.5816  -0.59
H 0.5283 0.6704 7.2065  0.30
H -5.0417 -0.0480 0.9034  0.32
H 2.6625 -4.0080 0.8935  0.29
H 3.7324 1.8439 2.6068  0.31
H 4.3533 -2.0390 1.5399  0.33
H 3.5999 3.3073 -0.4056  0.30
H 2.6044 -2.6090 2.9914  0.32
O 1.1506 3.9110 -2.2769  -0.61
O 4.0932 -0.1300 -1.5817  -0.64
H -3.0101 -1.6405 -3.2088  0.15
H -3.5797 6.9586 -2.8788  0.32

Entry 5:
The following is a DFT calculation (wB97M-V/def2-TZVPD) of a structure of composition BaF24P4.

## Properties
- gap between HOMO and LUMO (eV) = 7.95
- LUMO energy (eV) = 4.73
- 2S+1 = 1
- ΔE to the lowest compared entry with this formula, charge and spin (eV) = 32.563
- charge = -2

Each line ends with the Mulliken charge.
Atoms and positions in Å:
F 1.8259 0.5774 -3.4255  -0.46
F 3.4049 -0.2359 -2.0131  -0.38
F 1.0112 -0.5622 -1.6240  -0.51
F -0.2415 -1.2384 -0.1199  -0.76
P -1.7373 1.3482 -1.3033  1.62
F 1.8754 -1.7795 -0.7146  -0.31
P 2.0514 0.6716 -1.7716  1.51
F 0.4563 -3.4678 -0.0297  -0.40
F -1.5576 2.3595 -2.5850  -0.41
F -0.4808 0.5383 -1.8021  -0.37
F -1.4775 -1.4189 3.2685  -0.41
F -2.9281 0.1764 2.5595  -0.41
Ba 0.2378 0.5763 0.3032  1.99
P -1.3034 -0.0053 2.4950  1.44
F 2.1254 0.5942 -0.1535  -0.60
F -2.9609 2.2018 -0.7573  -0.43
F 2.1519 -3.0021 1.1209  -0.34
F -2.7691 0.4855 -2.2354  -0.43
F 3.0480 2.0330 -1.9531  -0.42
F -1.0607 1.3683 1.6667  -0.47
F -1.2467 0.8325 3.9025  -0.40
F 0.2520 -0.2584 2.4562  -0.35
F -1.4538 -0.9140 1.1467  -0.42
F 0.1087 -2.3687 1.8949  -0.35
F -1.9538 0.3342 -0.0977  -0.30
F 0.8152 1.7541 -1.7104  -0.21
P 0.9903 -2.1038 0.5645  1.77
F -0.6374 2.1681 -0.3451  -0.56
F 1.4543 -0.6643 1.2628  -0.62

Entry 6:
The following is a DFT calculation (wB97M-V/def2-TZVPD) of a structure of composition BaH16O8.

## Properties
- gap between HOMO and LUMO (eV) = 7.47
- LUMO energy (eV) = -8.76
- 2S+1 = 1
- ΔE to the lowest compared entry with this formula, charge and spin (eV) = 6.443
- charge = +2

Each line ends with the Mulliken charge.
Atoms and positions in Å:
H 13.3476 2.6284 -1.6708  0.33
H 19.3683 5.7415 5.7956  0.32
H 19.8431 10.6372 1.1598  0.34
O 15.8354 7.8200 -3.1320  -0.66
H 14.8713 10.3804 1.9226  0.33
O 20.0203 9.9082 0.5654  -0.65
O 14.4817 9.5311 2.1303  -0.66
H 16.3392 7.7670 -3.9441  0.33
H 18.5082 -0.1368 1.4795  0.33
O 14.3008 2.5786 -1.5980  -0.66
H 15.4886 8.7122 -3.1225  0.34
O 18.5300 6.0691 6.1216  -0.65
H 20.8851 3.4872 -2.6896  0.33
O 18.2716 0.5430 2.1104  -0.66
H 13.6608 9.7455 2.5735  0.33
H 18.7981 0.3453 2.8850  0.33
H 13.3114 3.4047 5.1264  0.33
H 14.5962 2.3364 -2.4756  0.33
H 18.7206 6.9571 6.4237  0.34
H 20.7255 9.4189 0.9892  0.32
H 20.4458 4.6908 -3.4959  0.33
O 20.3545 4.2820 -2.6353  -0.66
Ba 17.2898 5.7661 1.3139  1.95
H 12.5673 3.4014 3.8079  0.33
O 13.3465 3.7556 4.2365  -0.66

Entry 7:
The following is a DFT calculation (wB97M-V/def2-TZVPD) of a structure of composition BaH16O8.

## Properties
- gap between HOMO and LUMO (alpha / beta) (eV) = 11.91 / 3.36
- LUMO energy (alpha / beta) (eV) = -10.14 / -18.56
- 2S+1 = 2
- <S²> = 0.756
- ΔE to the lowest compared entry with this formula, charge and spin (eV) = 0.300
- charge = +3

Each line ends with the Mulliken charge.
Atoms and positions in Å:
H -0.6172 -3.2629 0.0875  0.28
H 1.4905 2.4902 -1.7896  0.31
H 2.2935 1.4967 1.4119  0.32
O -0.2362 -1.0390 2.5518  -0.48
H -3.8763 0.6383 -0.9233  0.28
H -1.5737 2.4673 1.8231  0.35
O 0.4822 -0.3854 -2.9226  -0.35
H 1.4083 -0.1668 -3.0269  0.35
H -0.9851 3.4410 0.8244  0.33
Ba -0.4073 -0.0611 -0.1523  1.63
O 1.4689 1.7610 -1.1699  -0.40
H 2.1361 -2.6369 -0.4635  0.27
O -1.1481 -2.5722 -0.3092  -0.49
O -1.3218 2.5484 0.9032  -0.52
O -3.1607 0.0130 -0.8086  -0.52
H 0.1262 -1.8825 2.8226  0.32
H 2.6182 -1.4280 0.3098  0.29
O 1.3641 1.3855 1.6124  -0.36
O 1.8562 -1.7756 -0.1538  -0.49
H -3.5966 -0.8275 -0.6682  0.30
H 2.3891 1.5380 -1.0295  0.35
H 0.1499 -0.4557 -3.8175  0.33
H 1.1377 2.1545 2.1354  0.33
H -1.9805 -2.9976 -0.5150  0.26
H -0.0174 -0.4427 3.2679  0.30

Entry 8:
The following is a DFT calculation (wB97M-V/def2-TZVPD) of a structure of composition BaH48O24.

## Properties
- gap between HOMO and LUMO (eV) = 9.72
- LUMO energy (eV) = -5.18
- 2S+1 = 1
- ΔE to the lowest compared entry with this formula, charge and spin (eV) = 0.590
- charge = +2

Each line ends with the Mulliken charge.
Atoms and positions in Å:
H -11.2447 -23.5853 30.0725  0.31
O -12.6352 -22.5946 20.2963  -0.61
H -15.1145 -18.3112 22.8673  0.31
H -13.2913 -20.9113 28.2910  0.40
O -15.6063 -25.0303 23.5928  0.39
Ba -14.1204 -22.8982 24.5317  0.44
H -14.6037 -19.3068 29.1160  0.28
O -15.1377 -21.6811 22.3218  -0.19
H -14.4417 -24.2126 27.4041  0.29
H -17.4823 -23.9888 26.4661  0.34
H -13.4470 -24.2260 21.8779  0.04
H -16.4559 -25.1706 24.0109  0.05
H -14.6184 -27.5525 27.0150  0.29
O -13.4538 -25.2383 28.3632  -0.59
H -13.2998 -25.8551 26.1800  0.03
H -10.1684 -24.1700 22.2494  0.30
O -13.1781 -25.4198 25.3363  0.06
H -16.9865 -19.0330 23.3364  0.29
H -13.6860 -19.5263 25.6959  0.22
O -10.4630 -25.6685 23.4161  -0.60
H -12.4096 -25.8449 24.9556  0.04
H -11.4634 -22.0324 23.0952  0.24
H -11.9486 -22.9465 20.8629  0.37
H -9.7236 -26.0070 22.9112  0.32
O -12.4778 -21.1745 28.7213  -0.74
H -15.1563 -25.0349 20.4782  0.31
O -16.7532 -22.1448 24.6889  -0.22
H -19.2439 -24.8598 23.9590  0.27
H -11.6251 -21.9623 26.8054  0.11
H -17.1378 -21.4925 25.2744  0.17
H -18.4258 -26.1330 23.9970  0.26
H -14.7191 -25.2243 19.0412  0.28
O -14.8828 -23.4532 27.0232  -0.12
H -17.4480 -22.3428 24.0609  0.16
O -15.2268 -27.4298 26.2863  -0.63
H -11.4934 -20.5495 23.3985  0.20
O -14.6357 -17.6523 22.3644  -0.62
O -14.2234 -20.1903 25.2639  -0.23
O -17.6595 -24.4464 27.2879  -0.61
O -15.2747 -27.8084 23.7494  -0.67
H -15.8081 -20.0152 28.5333  0.28
H -14.7939 -27.1414 23.2592  0.25
O -18.3421 -25.1805 23.9536  -0.55
O -12.0451 -21.3317 23.3899  -0.30
H -12.6477 -21.0468 29.6546  0.27
O -11.2389 -23.5742 29.1154  -0.66
O -12.8638 -24.2873 22.6345  -0.01
H -12.5915 -25.1007 28.7553  0.25
O -11.9126 -22.6817 26.2433  -0.07
H -11.6744 -22.7543 28.8822  0.44
H -11.4987 -23.4592 26.6181  0.21
H -15.0877 -27.6127 24.6676  0.44
H -17.2427 -24.6084 20.9941  0.27
H -16.6961 -18.4012 24.6811  0.24
H -12.4517 -25.1472 22.5508  0.19
H -15.7700 -25.1778 22.6613  0.06
H -10.5115 -26.2394 24.1829  0.24
O -16.3126 -18.9695 24.0131  -0.62
H -17.7357 -25.3673 27.0383  0.28
O -14.8520 -19.9913 28.4946  -0.60
H -14.7207 -20.8358 22.1550  0.16
H -15.6335 -23.2991 27.5968  0.10
O -16.8098 -25.4094 21.2895  -0.57
H -15.6878 -21.8331 21.5534  0.15
O -14.5734 -24.6735 19.8104  -0.65
H -13.0849 -23.3678 19.9556  0.26
H -16.0760 -27.2870 26.7042  0.24
H -14.9333 -19.6956 24.8548  0.21
H -17.3413 -26.1176 20.9258  0.25
H -13.7701 -18.0372 22.2275  0.34
O -10.1597 -23.2169 22.1617  -0.63
H -14.0721 -25.0159 29.0592  0.26
H -9.4078 -22.9348 22.6826  0.31

Entry 9:
The following is a DFT calculation (wB97M-V/def2-TZVPD) of a structure of composition Br2CdI2.

## Properties
- gap between HOMO and LUMO (eV) = 7.00
- LUMO energy (eV) = 5.15
- 2S+1 = 1
- charge = -2

Each line ends with the Mulliken charge.
Atoms and positions in Å:
Cd 0.0090 -0.1307 -0.2298  0.76
I 2.6953 -0.4786 -0.4153  -0.62
Br -0.5343 -1.3754 2.1213  -0.74
I -0.3885 2.7219 0.4585  -0.76
Br -1.7815 -0.7371 -1.9347  -0.64

Entry 10:
The following is a DFT calculation (wB97M-V/def2-TZVPD) of a cluster of 2 separate species, Br2ClHNP in total.

## Properties
- gap between HOMO and LUMO (alpha / beta) (eV) = 6.14 / 7.32
- LUMO energy (alpha / beta) (eV) = -0.86 / -2.97
- 2S+1 = 3
- <S²> = 2.016
- ΔE to the lowest compared entry with this formula, charge and spin (eV) = 1.251

Each line ends with the Mulliken charge.
Atoms and positions in Å:
Cl 1.0316 -1.8986 1.2115  -0.10
P -0.7794 1.3443 -0.8718  0.09
H -1.6677 -0.9039 -0.4281  0.27
Br 0.5189 2.4207 0.6491  -0.10
Br 2.0539 -0.9682 -0.3485  0.09
N -1.1572 0.0057 -0.2123  -0.25